{
  "formula": "C14H22BBr18FNO",
  "method": "wB97M-V/def2-TZVPD",
  "homo_lumo_gap_ev": 7.62,
  "charge": 1,
  "e_tot_ha": -47133.35666,
  "elements": ["C", "C", "B", "O", "C", "C", "C", "F", "C", "C", "C", "N", "H", "H", "H", "H", "H", "H", "H", "H", "H", "H", "H", "H", "H", "H", "H", "H", "C", "Br", "Br", "Br", "H", "C", "Br", "Br", "Br", "H", "C", "Br", "Br", "Br", "H", "C", "Br", "Br", "Br", "H", "C", "Br", "Br", "Br", "H", "C", "Br", "Br", "Br", "H"],
  "xyz": [[1.952, -4.104, -0.476], [2.840, -3.812, -1.724], [2.254, -2.594, -2.504], [0.994, -2.636, -2.995], [3.025, -1.197, -2.790], [3.261, -0.435, -1.483], [2.034, -0.243, -0.606], [4.172, -1.211, -0.790], [4.342, -1.283, -3.573], [3.794, -1.798, -4.910], [2.595, -0.893, -4.991], [2.212, -0.531, -3.843], [2.469, -4.718, 0.240], [1.611, -3.170, -0.047], [1.060, -4.607, -0.834], [3.883, -3.695, -1.463], [2.743, -4.682, -2.370], [0.461, -3.319, -2.554], [3.734, 0.529, -1.665], [2.005, -1.012, 0.152], [2.125, 0.701, -0.090], [1.099, -0.242, -1.157], [4.593, -0.249, -3.788], [5.170, -1.775, -3.096], [3.602, -2.861, -5.004], [4.397, -1.528, -5.774], [2.150, -0.592, -5.922], [1.426, 0.085, -3.664], [0.153, 2.564, 2.105], [-0.835, 4.104, 2.690], [-0.833, 1.545, 0.799], [1.914, 3.041, 1.471], [0.286, 1.922, 2.964], [-2.709, 4.566, -1.443], [-0.798, 4.780, -1.309], [-3.597, 5.278, 0.109], [-3.394, 5.327, -3.074], [-2.912, 3.505, -1.475], [-2.632, -1.387, 3.467], [-2.420, -2.337, 1.801], [-0.926, -1.040, 4.299], [-3.649, 0.230, 3.253], [-3.186, -2.032, 4.133], [-5.737, 2.972, 5.463], [-4.169, 2.085, 6.139], [-6.003, 4.682, 6.302], [-5.690, 3.119, 3.535], [-6.590, 2.359, 5.714], [-0.569, -7.036, 1.338], [-0.996, -6.360, -0.420], [0.431, -8.675, 1.246], [0.321, -5.707, 2.409], [-1.508, -7.258, 1.824], [-3.971, 8.378, 2.989], [-4.493, 6.545, 3.283], [-2.308, 8.496, 2.024], [-5.369, 9.381, 2.127], [-3.808, 8.822, 3.960]]
}